(1)
# C5H5NO2

2 unconnected molecules or ions with the total composition C5H5NO2 in a non-equilibrium geometry (ωB97M-V with the def2-TZVPD basis set, the Open Molecules 2025 dataset).

Properties
Energy relative to the best compared isomer or geometry (same formula, charge and spin) (kcal/mol): 81.2
Kohn-Sham gap (eV): 8.16

```
! RIJCOSX wB97M-V def2-TZVPD def2/J DEFGRID3
* xyz 0 1
C -1.63091 -2.13301 -0.91328
C -1.39930 -1.95319 0.35086
C -1.10312 -1.81037 1.57197
O -0.76828 -1.53737 2.66986
H -1.43703 -3.10006 -1.43610
H -2.16288 -1.36878 -1.47047
C 2.13069 1.80220 -0.30378
N 0.72676 1.99808 -0.11619
C -0.29282 1.54080 0.21520
O -1.40080 1.24409 0.41534
H 2.41074 2.33983 -1.26083
H 2.65015 2.24412 0.69573
H 2.27680 0.73366 -0.41829
*
```

natural (NBO) population analysis, charges in e, atoms 1 to 4: C -0.239; C -0.346; C 0.647; O -0.464

=====

(2)
# C5H5NO2

C5H5NO2 in the gas phase in a non-equilibrium geometry (ωB97M-V with the def2-TZVPD basis set, the Open Molecules 2025 dataset).

Properties
Energy relative to the best compared isomer or geometry (same formula, charge and spin) (kcal/mol): 87.8
Kohn-Sham gap (eV): 8.80

```
! RIJCOSX wB97M-V def2-TZVPD def2/J DEFGRID3
* xyz 0 1
N -1.63787 -1.28135 -1.21288
C -0.45003 -0.51928 -0.85379
C 0.70180 -0.08258 -1.46116
O 1.34231 0.76476 -0.58745
C 0.73594 0.51735 0.59508
C 1.16778 1.20544 1.90393
O 2.05984 1.98923 2.09611
C -0.37596 -0.09351 0.35209
H -2.44912 -1.23278 -0.36141
H -1.90007 -1.42538 -2.19845
H 1.04212 -0.05426 -2.46601
H 0.63721 0.85846 2.84523
H -0.87393 -0.64609 1.34870
*
```

natural (NBO) population analysis, charges in e, atoms 1 to 4: N -0.853; C 0.041; C 0.050; O -0.372

=====

(3)
# C5H5NO2

C5H5NO2 in the gas phase in a non-equilibrium geometry (ωB97M-V with the def2-TZVPD basis set, the Open Molecules 2025 dataset).

Properties
Energy relative to the best compared isomer or geometry (same formula, charge and spin) (kcal/mol): 69.3
Kohn-Sham gap (eV): 8.99

```
! RIJCOSX wB97M-V def2-TZVPD def2/J DEFGRID3
* xyz 0 1
C 3.08048 0.15092 -0.17907
C 2.05204 -0.67124 0.08333
C 0.57958 -0.26482 0.07384
C -0.51054 -1.10333 0.03663
C -1.66223 -0.12929 -0.02670
O -2.88091 -0.35720 -0.14192
O -1.14052 1.10657 0.03267
N 0.23024 0.99589 0.09075
H 2.93647 1.23951 -0.40862
H 4.09896 -0.14377 -0.37190
H 2.11869 -1.60606 0.54203
H -0.51573 -2.14601 0.03890
H 0.68536 1.79668 0.51011
*
```

natural (NBO) population analysis, charges in e, atoms 1 to 4: C -0.350; C -0.214; C 0.175; C -0.421

=====

(4)
# C5H5NO2

C5H5NO2 in the gas phase in a non-equilibrium geometry (ωB97M-V with the def2-TZVPD basis set, the Open Molecules 2025 dataset).

Properties
Energy relative to the best compared isomer or geometry (same formula, charge and spin) (kcal/mol): 104.3
Kohn-Sham gap (eV): 9.04

```
! RIJCOSX wB97M-V def2-TZVPD def2/J DEFGRID3
* xyz 0 1
O -2.64115 -0.64113 0.06930
C -1.29164 -0.22119 -0.01322
C -0.99964 1.09620 -0.04894
N 0.07367 1.89700 0.08116
C 1.07734 1.06256 0.03076
C 1.08118 -0.36164 0.03257
O 2.18814 -1.08137 -0.07617
C -0.07898 -1.07510 0.09511
H -2.83033 -1.69528 -0.37116
H -1.68233 1.79836 -0.12481
H 2.16495 1.55256 -0.32762
H 2.76192 -0.23514 0.49048
H 0.17685 -2.09584 0.16255
*
```

natural (NBO) population analysis, charges in e, atoms 1 to 4: O -0.678; C 0.289; C -0.111; N -0.339

=====

(5)
# C5H5NO3P

A gas-phase ion, C5H5NO3P (charge -1) in a non-equilibrium geometry (ωB97M-V with the def2-TZVPD basis set, the Open Molecules 2025 dataset).

Properties
Energy relative to the best compared isomer or geometry (same formula, charge and spin) (kcal/mol): 0.0
Kohn-Sham gap (eV): 7.32

```
! RIJCOSX wB97M-V def2-TZVPD def2/J DEFGRID3
* xyz -1 1
C -2.20634 -0.27782 0.68224
C -0.82722 -0.14705 0.06235
O -1.08982 -0.04446 -1.36318
O -0.03853 -1.27798 0.30160
C 1.36078 -1.04283 0.13181
O 2.19450 -1.96092 0.17919
C 1.62737 0.33543 -0.02292
C 2.88125 0.85183 -0.13560
N 3.92453 1.32695 -0.15475
P 0.26985 1.40994 0.43920
H -2.30673 -0.49901 1.76804
H -2.64888 0.61288 0.62627
H -2.72394 -0.97635 0.16627
H -0.26234 -0.31269 -1.74930
H -0.15448 2.00209 -0.93121
*
```

natural (NBO) population analysis, charges in e, atoms 1 to 4: C -0.625; C 0.320; O -0.759; O -0.555

=====

(6)
# C5H5NO5PdS

A molecular structure, C5H5NO5PdS (ωB97M-V with the def2-TZVPD basis set, the Open Molecules 2025 dataset).

Properties
Energy relative to the best compared isomer or geometry (same formula, charge and spin) (kcal/mol): 0.0
Kohn-Sham gap (eV): 7.81

```
! RIJCOSX wB97M-V def2-TZVPD def2/J DEFGRID3
* xyz 0 1
Pd 0.33078 1.67379 0.66414
O 0.73131 -2.19739 2.02119
C 0.22633 -1.12327 1.45091
O 0.46874 -0.00958 1.89516
C -0.73143 -1.47887 0.33720
O -1.19629 -0.38632 -0.38598
C -0.62203 -0.27148 -1.68908
C 0.89806 -0.13196 -1.65120
O 1.56991 -0.66110 -2.51045
O 1.36795 0.54606 -0.65181
H 1.31497 -1.92892 2.74966
H -1.57930 -1.95193 0.84361
H -0.25376 -2.24210 -0.28431
H -1.05899 0.62284 -2.12908
H -0.87524 -1.14077 -2.29788
S -0.29962 3.51583 2.02521
C -0.20717 3.75357 0.36756
N -0.08421 3.41160 -0.75485
*
```

natural (NBO) population analysis, charges in e, atoms 1 to 4: Pd 0.935; O -0.635; C 0.827; O -0.620

=====

(7)
# C5H5NOS

A molecular structure, C5H5NOS (ωB97M-V with the def2-TZVPD basis set, the Open Molecules 2025 dataset).

Properties
Energy relative to the best compared isomer or geometry (same formula, charge and spin) (kcal/mol): 65.6
Kohn-Sham gap (eV): 9.11

```
! RIJCOSX wB97M-V def2-TZVPD def2/J DEFGRID3
* xyz 0 1
C -1.25788 -0.19042 -0.09776
C 0.34805 1.47789 -0.08291
C 0.98206 0.26538 -0.09236
C 1.97309 -0.87850 -0.07781
C -0.00126 -0.73101 -0.10586
H -3.09972 -0.92239 1.15766
H -1.72506 1.90544 -0.12881
H 0.69824 2.52088 -0.09877
H 2.57925 -1.01230 -0.95099
H 2.55337 -0.98750 0.82082
N -0.99882 1.20032 -0.07894
O 0.82573 -1.82870 -0.09562
S -2.87706 -0.81909 -0.16865
*
```

natural (NBO) population analysis, charges in e, atoms 1 to 4: C -0.160; C -0.031; C -0.216; C -0.045

=====

(8)
# C5H5NS

C5H5NS in the gas phase in a non-equilibrium geometry (ωB97M-V with the def2-TZVPD basis set, the Open Molecules 2025 dataset).

Properties
Energy relative to the best compared isomer or geometry (same formula, charge and spin) (kcal/mol): 50.4
Kohn-Sham gap (eV): 7.36

```
! RIJCOSX wB97M-V def2-TZVPD def2/J DEFGRID3
* xyz 0 1
N -1.70172 -1.20190 0.13969
C -0.60000 -0.39444 0.02027
C -0.58817 0.95223 -0.22325
C 0.85492 1.40675 -0.20934
S 1.60860 2.76143 0.01275
C 1.67453 0.16404 -0.03772
C 0.75872 -0.78907 0.18163
H -2.59014 -0.68512 -0.12317
H -1.59398 -2.12617 0.03793
H -1.28110 1.65625 -0.41408
H 2.68972 0.22542 -0.00528
H 0.76862 -1.96941 0.62056
*
```

natural (NBO) population analysis, charges in e, atoms 1 to 4: N -0.768; C 0.195; C -0.396; C -0.155

=====

(9)
# C5H5NaO

A molecular structure, C5H5NaO in a non-equilibrium geometry (ωB97M-V with the def2-TZVPD basis set, the Open Molecules 2025 dataset).

Properties
Energy relative to the best compared isomer or geometry (same formula, charge and spin) (kcal/mol): 0.0
Kohn-Sham gap (alpha / beta) (eV): 6.70 / 7.32

```
! RIJCOSX wB97M-V def2-TZVPD def2/J DEFGRID3
* xyz 1 2
C 4.93746 -0.93083 -1.11618
C 4.54815 -2.05730 -0.50569
H 5.35940 -0.94543 -2.12369
H 4.81039 0.04589 -0.64371
H 4.08644 -2.03739 0.48417
H 4.62718 -3.02941 -0.99826
C 1.46201 -1.12218 -2.23657
C 0.64258 -0.50369 -1.55760
H 1.91647 -1.69702 -3.02908
C -0.05492 0.17603 -0.59131
O -0.96994 0.93096 -0.46725
Na -2.49985 2.48375 1.06644
*
```

natural (NBO) population analysis, charges in e, atoms 1 to 4: C -0.395; C -0.389; H 0.199; H 0.195

=====

Copy entry 3 word for word.
# C5H5NO2

C5H5NO2 in the gas phase in a non-equilibrium geometry (ωB97M-V with the def2-TZVPD basis set, the Open Molecules 2025 dataset).

Properties
Energy relative to the best compared isomer or geometry (same formula, charge and spin) (kcal/mol): 69.3
Kohn-Sham gap (eV): 8.99

```
! RIJCOSX wB97M-V def2-TZVPD def2/J DEFGRID3
* xyz 0 1
C 3.08048 0.15092 -0.17907
C 2.05204 -0.67124 0.08333
C 0.57958 -0.26482 0.07384
C -0.51054 -1.10333 0.03663
C -1.66223 -0.12929 -0.02670
O -2.88091 -0.35720 -0.14192
O -1.14052 1.10657 0.03267
N 0.23024 0.99589 0.09075
H 2.93647 1.23951 -0.40862
H 4.09896 -0.14377 -0.37190
H 2.11869 -1.60606 0.54203
H -0.51573 -2.14601 0.03890
H 0.68536 1.79668 0.51011
*
```

natural (NBO) population analysis, charges in e, atoms 1 to 4: C -0.350; C -0.214; C 0.175; C -0.421

=====

> The highest energy relative to the best compared isomer or geometry (same formula, charge and spin) belongs to which entry?

number 4

=====

> What is the energy relative to the best compared isomer or geometry (same formula, charge and spin) in the third record?

69.3 kcal/mol